Formula: C26H51ClN4O6S2
Source: OMol25
Level of theory: ωB97M-V with the def2-TZVPD basis set

XYZ file:
```
90
Properties=species:S:1:pos:R:3:mulliken_charge:R:1
C -1.4739 2.9066 -0.6798 -1.21
C -1.2049 1.6054 -0.6740 -1.66
C -0.9222 -0.0126 -0.6446 1.26
C -1.8385 -0.5517 -1.8409 -0.36
C -2.3355 0.4887 -2.9671 -1.30
C -1.2019 1.0822 -3.9490 0.73
C -1.9441 2.1996 -4.9026 -0.77
S -1.3902 3.9333 -4.5283 1.08
O -2.1776 4.5466 -3.3658 -0.53
O 0.1058 4.0407 -4.3106 -0.52
Cl -1.8293 5.1030 -6.2276 -0.24
N 0.4856 -0.0449 -1.1579 0.54
C 1.3016 -1.1975 -0.7310 -0.18
C 2.7635 -1.3189 -1.4761 -0.70
C 2.9817 -2.7323 -2.2196 -0.98
C 2.0870 -2.8953 -3.5716 -0.38
N 2.2238 -1.7194 -4.5045 -0.52
C 1.4019 -1.1125 0.8751 -1.28
N 0.2195 -0.4258 1.5685 1.59
C 0.2489 -1.1261 2.9566 -0.39
S 1.8509 -0.7901 3.9057 0.06
C 1.6534 0.6947 5.0027 -0.39
C 0.1700 0.9260 5.6016 -0.80
N 0.5382 0.8254 1.9070 -0.19
C 1.2930 1.9343 1.4804 -0.92
C 2.4172 2.0417 0.3549 0.00
C 1.9236 3.0068 -0.8865 -0.90
C -1.1238 -0.6959 0.8481 2.14
C -1.3924 -2.3154 0.6896 -0.84
C -2.0953 -3.1349 1.8784 -0.70
O -1.5621 -4.5175 1.8716 -0.61
C -2.4218 -0.1498 1.6439 -0.03
C -3.8431 -0.4827 0.8975 -1.43
C -2.5516 1.3660 2.1587 -0.28
C -3.8189 2.2370 1.5621 -1.20
H -1.5445 4.0634 -0.6177 0.34
H -2.8186 -1.1010 -1.5387 0.43
H -1.2162 -1.3658 -2.4084 -0.06
H -3.0963 1.2891 -2.5835 0.35
H -3.0058 -0.1662 -3.6769 0.50
H -0.6959 0.2521 -4.5897 0.11
H -0.4059 1.6935 -3.3507 -0.41
H -1.7472 1.9828 -6.0141 0.46
H -3.0869 2.1649 -4.7026 0.40
H 0.5528 0.0012 -2.1851 0.50
H 0.7505 -2.1567 -1.1260 -0.07
H 2.8098 -0.4715 -2.2723 0.48
H 3.5814 -1.0710 -0.6901 0.27
H 2.7986 -3.5722 -1.4528 0.30
H 4.0890 -2.7606 -2.5737 0.38
H 0.9825 -3.1636 -3.3601 0.24
H 2.5330 -3.8221 -4.1295 0.36
H 2.9573 -1.8795 -5.2203 0.24
H 1.3110 -1.6311 -4.9951 0.16
H 2.4172 -0.6385 1.1227 0.53
H 1.5205 -2.2298 1.1977 0.23
H 0.2357 -2.2668 2.9009 0.36
H -0.6221 -0.8130 3.6338 0.14
H 2.3559 0.5198 5.9202 0.43
H 2.0081 1.6952 4.5387 0.24
H -0.4618 -0.0318 5.6673 0.24
H -0.3626 1.6777 4.8802 0.12
H 0.1850 1.4501 6.6393 0.36
H 0.0513 1.0956 2.7943 -0.09
H 0.5453 2.8029 1.1963 0.33
H 1.8092 2.4035 2.4319 0.09
H 3.3698 2.5877 0.7580 0.61
H 2.7939 1.0877 -0.1402 -0.21
H 1.2642 3.8804 -0.5382 0.21
H 1.4607 2.3882 -1.7548 -0.04
H 2.8898 3.4951 -1.3299 0.42
H -0.4616 -2.9328 0.4312 0.24
H -2.1297 -2.5627 -0.1841 0.43
H -3.2483 -3.2765 1.7551 0.24
H -1.9373 -2.7489 2.9455 0.34
H -0.8890 -4.6245 2.5847 0.34
H -2.5467 -0.7060 2.6701 0.46
H -3.9574 0.0802 -0.1159 0.16
H -4.7590 -0.3098 1.6019 0.37
H -3.9654 -1.6018 0.6056 0.30
H -1.6583 2.0695 1.9564 -0.06
H -2.7136 1.4684 3.3167 0.20
H -3.6590 3.3090 2.0005 0.37
H -4.8074 1.8656 2.0595 0.38
H -3.8648 2.2414 0.4174 0.16
C 5.1683 -2.9073 1.4648 0.55
O 4.1846 -2.1503 1.2180 -0.57
O 5.7375 -2.5979 2.6521 -0.57
O 5.6624 -3.8430 0.8135 -0.73
H 5.0979 -1.8769 2.8110 0.35
```

## Properties
2S+1 ... 1
Calculated total energy ... -80212.063 eV



Formula: C26H51O13P
Source: OMol25
Level of theory: ωB97M-V with the def2-TZVPD basis set

XYZ file:
```
91
Properties=species:S:1:pos:R:3:mulliken_charge:R:1
C -5.6050 -3.1146 -0.0042 -0.56
C -6.1177 -3.6463 1.3143 -0.53
O -7.2155 -2.8650 1.7988 -0.36
C -8.4916 -3.0723 1.4421 0.73
C -8.7959 -3.9844 0.2764 -0.99
O -9.3600 -2.4656 2.0072 -0.57
H -6.3648 -3.1765 -0.7862 0.38
H -4.7291 -3.6742 -0.3260 0.31
H -5.3326 -2.0654 0.0984 -0.02
H -6.3826 -4.7037 1.2631 0.34
H -5.3390 -3.5558 2.0692 0.34
H -8.8359 -3.3880 -0.6344 0.23
H -9.7703 -4.4366 0.4454 0.33
H -8.0822 -4.7948 0.1485 0.37
C -5.4711 5.8435 2.0041 -0.98
C -5.2246 4.3637 2.2105 -0.42
O -5.5803 3.6019 1.0541 -0.31
C -4.7533 3.3871 0.0211 0.84
C -3.4844 4.1982 -0.0962 -1.17
O -5.0770 2.5997 -0.8267 -0.54
H -4.8501 6.2470 1.2036 0.27
H -5.2560 6.3969 2.9185 0.36
H -6.5103 6.0166 1.7254 0.30
H -4.1983 4.1512 2.5138 0.35
H -5.8672 3.9925 3.0068 0.34
H -3.6880 5.0847 -0.6952 0.30
H -2.7400 3.5918 -0.6065 0.29
H -3.0581 4.4954 0.8591 0.37
C 0.4883 -1.0733 -1.2828 -0.72
C -0.7599 -1.8150 -1.7131 -0.51
O -1.3795 -2.4953 -0.6156 -0.39
C -2.2563 -1.9098 0.2137 0.72
C -2.4054 -0.4062 0.1924 -0.87
O -2.8581 -2.5863 1.0027 -0.57
H 0.2585 -0.2877 -0.5615 0.22
H 0.9774 -0.6172 -2.1444 0.37
H 1.1898 -1.7525 -0.8016 0.15
H -1.4778 -1.1670 -2.2192 0.36
H -0.4944 -2.5968 -2.4230 0.35
H -1.7230 0.0239 0.9243 0.31
H -3.4271 -0.1614 0.4760 0.25
H -2.2257 0.0443 -0.7810 0.31
C 5.4872 -2.1132 -2.9430 -0.98
C 5.2552 -1.1253 -1.8200 -0.23
O 4.0692 -1.4412 -1.0814 -0.40
C 4.0589 -2.3060 -0.0590 0.97
C 5.2422 -3.2061 0.1624 -1.15
O 3.0642 -2.3839 0.6207 -0.70
H 5.6503 -3.1215 -2.5606 0.29
H 6.3548 -1.8209 -3.5341 0.28
H 4.6156 -2.1527 -3.5965 0.29
H 6.1155 -1.0392 -1.1544 0.24
H 5.0861 -0.1361 -2.2433 0.37
H 5.0829 -4.1409 -0.3784 0.36
H 5.3173 -3.4164 1.2210 0.31
H 6.1876 -2.7669 -0.1387 0.35
C 4.5758 0.9546 5.5719 -0.96
C 4.5612 1.3191 4.1022 -0.39
O 5.4403 0.4873 3.3414 -0.37
C 5.0762 -0.7072 2.8427 0.71
C 3.7998 -1.3554 3.3116 -0.79
O 5.8225 -1.2627 2.0763 -0.56
H 4.2122 -0.0595 5.7364 0.28
H 3.9497 1.6418 6.1417 0.36
H 5.5928 1.0012 5.9617 0.30
H 3.5551 1.3056 3.6814 0.36
H 4.9396 2.3321 3.9725 0.31
H 4.0208 -1.9979 4.1645 0.25
H 3.4108 -1.9658 2.4871 0.22
H 3.0214 -0.6460 3.5839 0.32
C 7.4640 3.0173 -2.5970 -1.09
C 7.7752 1.5360 -2.5519 -0.22
O 7.2817 0.8626 -3.7152 -0.31
C 7.9629 0.7659 -4.8743 0.75
C 9.1776 1.6364 -5.0913 -1.03
O 7.5466 0.0389 -5.7311 -0.55
H 7.9604 3.5062 -3.4356 0.29
H 7.7856 3.5032 -1.6756 0.37
H 6.3922 3.1735 -2.7211 0.31
H 8.8377 1.3388 -2.4041 0.37
H 7.2549 1.0817 -1.7100 0.21
H 8.8662 2.5603 -5.5767 0.28
H 9.8608 1.1056 -5.7494 0.32
H 9.7245 1.8708 -4.1808 0.33
C -7.5249 0.8070 -0.0090 0.62
C -8.7009 0.7382 0.2048 -1.17
P -10.4763 0.5749 0.3805 0.18
O -10.9731 1.7210 -0.7120 -0.53
H -6.5612 0.7481 -0.4312 0.59
H -10.6817 -0.6879 -0.2460 0.00
H -10.2345 2.0603 -1.2267 0.32
```

## Properties
2S+1 ... 1
Structure (SMILES) ... CCOC(C)=O.CCOC(C)=O.CCOC(C)=O.CCOC(C)=O.CCOC(C)=O.CCOC(C)=O.C#CPO
Calculated total energy ... -63693.495 eV